# 1
Density functional theory data (ωB97M-V with the def2-TZVPD basis set) for a molecular structure, C7H12.

```
19
Properties=species:S:1:pos:R:3:mulliken_charge:R:1
C 1.043 -0.819 -0.638 -0.7674
C 0.432 1.996 0.635 -1.5088
C -0.077 0.087 -1.125 -0.1255
C -1.161 -0.620 1.080 -0.9323
C -1.272 0.155 -0.189 -0.1476
C -0.417 1.384 -0.452 0.0478
C 0.498 -1.871 0.318 -0.7969
H -0.078 -2.661 -0.158 0.3295
H 0.719 1.259 1.391 0.3299
H -0.134 2.779 1.149 0.3923
H 1.849 -0.256 -0.150 0.2891
H 1.279 -2.297 0.965 0.4099
H 1.342 2.451 0.225 0.3357
H 1.494 -1.314 -1.507 0.3652
H -0.314 0.012 -2.182 0.3969
H -1.972 -1.355 1.135 0.2770
H -2.247 0.123 -0.678 0.4280
H -0.107 -1.166 1.298 0.2578
H -0.876 2.113 -1.119 0.4193
```

Lowest unoccupied orbital energy, eV: 0.9925
HOMO level, eV: -7.5366
Total energy, eV: -7449.049
Total charge: 0
Molar mass, g mol⁻¹: 96.173
Spin multiplicity: 1
ΔE to the lowest compared entry with this formula, charge and spin, kcal per mole: 101.05
HOMO-LUMO gap, eV: 8.529

# 2
Density functional theory data (ωB97M-V with the def2-TZVPD basis set) for C7H8 in the gas phase at a distorted geometry.

```
15
Properties=species:S:1:pos:R:3:mulliken_charge:R:1
C 2.284 -0.851 0.324 -0.2350
C -0.203 0.016 0.001 2.1578
C 1.092 -0.672 0.267 -1.0007
C 0.912 2.352 -0.971 -1.0249
C -1.007 0.245 1.292 -1.3825
C -1.032 -0.723 -1.063 -1.3811
C 0.392 1.287 -0.529 -0.1556
H -1.956 -0.174 -1.271 0.3681
H -1.270 -0.715 1.747 0.3606
H 1.588 1.129 -0.483 0.4226
H -1.930 0.790 1.070 0.3679
H -0.468 -0.813 -1.995 0.3703
H 3.339 -1.007 0.372 0.4014
H -0.424 0.831 2.007 0.3706
H -1.294 -1.725 -0.707 0.3605
```

Lowest unoccupied orbital energy, eV: 0.6152
HOMO level, eV: -10.2767
Total energy, eV: -7382.444
Total charge: 0
Molar mass, g mol⁻¹: 92.141
Spin multiplicity: 1
ΔE to the lowest compared entry with this formula, charge and spin, kcal per mole: 145.35
HOMO-LUMO gap, eV: 10.892

# 3
Density functional theory data (ωB97M-V with the def2-TZVPD basis set) for 4 unconnected molecules or ions with the total composition C27H37BF24O5 at a distorted geometry.

```
94
Properties=species:S:1:pos:R:3:mulliken_charge:R:1
F -6.820 -8.461 -5.011 -0.2952
F -4.540 -6.892 -4.436 -0.2802
F 3.845 3.944 0.546 -0.2382
F -1.625 -2.970 -1.260 -0.2656
F -5.146 -3.125 -1.678 -0.3556
F -5.671 -4.046 -9.086 -0.2793
F 6.362 5.364 0.524 -0.2341
F 5.132 6.982 -1.283 -0.2729
F -1.106 -5.231 -2.122 -0.1984
F -8.322 -4.769 -8.951 -0.3317
F -1.025 -3.856 -5.405 -0.2888
F -5.847 -7.673 -6.781 -0.2643
F -3.187 -2.959 0.246 -0.2843
F 6.130 3.943 2.158 -0.2246
F -1.202 -2.727 -3.564 -0.2797
F -5.101 -5.668 -7.764 -0.1751
F 3.487 6.874 -2.703 -0.3330
F -5.498 -5.174 -5.371 -0.1992
F -3.762 -4.804 -1.729 -0.2687
F 5.267 4.131 -1.322 -0.1990
F 5.503 5.084 -3.256 -0.2880
F 0.651 -4.809 -3.339 -0.2716
F -7.477 -4.278 -7.007 -0.2593
F 3.457 4.795 2.502 -0.2539
O -0.561 0.060 2.633 -0.3938
O 3.607 6.189 0.778 -0.4035
O -2.844 -4.172 -4.169 -0.3552
O -7.802 -6.769 -6.065 -0.4049
O 0.985 7.019 7.815 -0.5025
C 2.186 5.351 6.120 -0.1665
C 4.612 4.866 -2.251 0.0935
C 3.421 2.167 4.726 0.6619
C 4.179 0.774 4.214 -0.9326
C -3.649 -3.215 -3.475 -0.9230
C -5.751 -6.362 -4.762 0.3139
C 1.617 0.288 1.182 0.0226
C 4.231 2.721 6.043 -0.6729
C -2.930 -2.672 -1.059 0.1099
C -6.539 -7.307 -5.676 0.6624
C 1.919 6.798 6.878 -0.0642
C -1.437 -3.943 -4.112 0.7202
C -0.683 -5.074 -3.404 0.2314
C 4.105 6.188 -1.689 0.8542
C 3.086 6.056 -0.547 -0.6642
C -3.852 -3.469 -1.973 1.0254
C -6.052 -5.273 -8.641 0.0745
C 0.647 3.679 7.977 -0.8845
C -0.712 -1.356 2.233 -0.2463
C -7.965 -6.544 -7.468 -0.6891
C 0.133 0.846 1.601 -0.3924
C 2.517 -0.295 2.423 -0.6543
C 5.643 5.108 1.648 0.1947
C 3.921 0.565 2.590 0.3072
C 3.302 2.977 7.369 -0.6980
C 4.145 4.996 1.345 0.7128
C -7.434 -5.205 -8.002 0.8717
B 2.040 4.039 7.114 0.2649
H 1.481 5.335 5.185 0.2890
H 0.148 -1.951 2.806 0.2092
H -3.342 -2.185 -3.690 0.3668
H 2.266 2.039 4.876 0.2342
H 3.603 2.957 3.864 -0.4994
H 3.795 4.266 -2.659 0.2763
H 1.051 3.228 9.005 0.2556
H 3.754 -0.160 4.780 0.1999
H 2.829 1.957 7.729 0.2083
H -6.042 -5.952 -9.498 0.2598
H 2.213 1.225 0.747 -0.1158
H -0.819 -6.026 -3.922 0.2331
H -0.638 -1.540 1.076 -0.0173
H 0.028 4.631 8.260 0.2338
H -3.068 -1.596 -1.193 0.2639
H 3.302 5.385 5.711 0.0812
H 5.037 1.890 6.329 0.3724
H 0.304 1.933 2.063 0.1891
H 5.349 0.914 4.342 0.4157
H 4.839 3.671 5.717 0.2387
H 2.583 7.721 6.537 0.2812
H 3.978 3.438 8.227 0.2725
H -1.785 -1.693 2.626 0.2301
H -9.053 -6.527 -7.613 0.4182
H -6.296 -6.158 -3.838 0.2741
H -4.638 -3.306 -3.941 0.5118
H -0.007 2.852 7.460 0.2917
H 2.448 5.170 -0.652 0.3061
H 5.844 5.907 2.365 0.2460
H -7.627 -7.400 -8.065 0.3254
H 2.846 -1.400 2.129 0.2266
H 1.589 -0.506 0.301 0.2741
H 3.863 1.655 2.135 -0.4332
H -0.552 1.021 0.639 0.2593
H 4.805 -0.029 2.057 0.3587
H 2.394 6.901 -0.650 0.4096
H 1.929 -0.373 3.450 0.3205
```

Lowest unoccupied orbital energy, eV: 0.2706
HOMO level, eV: -9.6815
Total energy, eV: -104725.103
Structure (SMILES): FC(F)C(F)(F)COC(F)(F)C(F)F.FC(F)C(F)(F)COC(F)(F)C(F)F.FC(F)C(F)(F)COC(F)(F)C(F)F.COCCCCCCCCB(C)CC=O
Total charge: 0
Molar mass, g mol⁻¹: 908.352
Spin multiplicity: 1
HOMO-LUMO gap, eV: 9.952

# 4
Density functional theory data (ωB97M-V with the def2-TZVPD basis set) for C20H31NO3S in the gas phase at a distorted geometry.

```
56
Properties=species:S:1:pos:R:3:mulliken_charge:R:1
S 0.003 -3.197 -1.241 1.0976
O 1.158 -2.481 -0.684 -0.7442
O 0.111 -4.633 -1.224 -0.7282
O -0.389 -2.619 -2.536 -0.7169
N -0.173 0.731 -0.849 1.0431
C 3.527 0.699 0.290 -0.7796
C -1.348 1.402 2.396 0.2903
C 0.866 0.158 -3.124 0.0666
C -1.646 1.115 3.748 0.1170
C 0.482 0.265 -4.603 -0.9223
C -1.406 -2.768 -0.127 -1.4283
C -0.868 -0.383 -4.895 -1.0350
C 1.105 0.358 -0.183 -0.2661
C 0.040 1.128 -2.275 -1.0866
C -0.781 1.896 -0.146 -0.3896
C 2.277 1.319 -0.347 -0.5969
C -2.231 0.538 6.395 -0.4510
C -1.205 -1.346 0.360 -0.6083
C -2.506 1.796 5.884 -0.5097
C -2.217 2.090 4.565 -0.6522
C -1.369 -0.152 4.264 -0.2454
C -1.139 -0.419 -0.859 -0.3848
C -1.097 1.614 1.238 -0.2910
C -1.663 -0.432 5.584 -0.6085
C 4.055 -0.501 -0.488 -1.0195
H -1.381 -3.487 0.683 0.4968
H -2.948 2.552 6.516 0.3898
H -0.952 1.226 -2.722 0.4614
H 4.300 -0.216 -1.509 0.2594
H 1.368 -0.649 -0.539 0.0754
H 4.304 1.465 0.338 0.4366
H 3.333 -1.313 -0.519 0.1806
H -2.458 0.313 7.426 0.3870
H 2.071 2.272 0.150 0.2037
H 1.245 -0.258 -5.179 0.4177
H -1.012 -0.489 -5.967 0.4326
H 0.897 0.294 0.887 0.4244
H -2.000 -1.038 1.047 0.5499
H 1.929 0.371 -3.016 0.2760
H 0.707 -0.880 -2.827 0.1053
H -2.429 3.068 4.159 0.4323
H 0.509 2.115 -2.282 0.4058
H -0.264 -1.354 0.902 0.1564
H 4.961 -0.875 -0.017 0.4200
H -1.449 -1.413 5.983 0.4011
H -0.928 -0.904 3.627 0.4270
H 2.500 1.523 -1.393 0.3122
H -1.695 0.209 -4.507 0.2801
H -0.078 2.735 -0.188 0.5252
H -0.900 -1.369 -4.437 0.1892
H -2.304 -2.900 -0.720 0.4082
H 0.484 1.311 -4.924 0.3220
H -1.695 2.190 -0.675 0.5252
H -2.129 -0.001 -1.055 0.2540
H 3.298 0.397 1.314 0.3452
H -0.867 -1.068 -1.701 0.3491
```

Lowest unoccupied orbital energy, eV: 0.2143
HOMO level, eV: -8.7553
Total energy, eV: -39708.681
Structure (SMILES): CCCC[N+](CC#Cc1ccccc1)(CCCC)CCCS(=O)(=O)[O-]
Total charge: 0
Molar mass, g mol⁻¹: 365.539
Spin multiplicity: 1
ΔE to the lowest compared entry with this formula, charge and spin, kcal per mole: 62.05
HOMO-LUMO gap, eV: 8.970